Record 1
The following is a quantum chemistry calculation of a molecular structure, C39H37N4O4PtSSi, from OMol25.

Geometry as ORCA input:
```
! wB97M-V def2-TZVPD RIJCOSX def2/J DEFGRID3
* xyz -1 3
Pt 0.2924 1.0792 -0.0605
C -0.3949 -6.8400 1.4680
O -0.7991 -5.4835 1.5633
C -1.7656 -5.0743 0.7006
C -2.5487 -5.9334 -0.0472
C -3.5018 -5.4165 -0.9292
C -3.6383 -4.0483 -1.0593
C -2.8470 -3.1798 -0.3047
C -1.9153 -3.6802 0.5983
N -1.0795 -2.8864 1.3988
C -0.9044 -1.5067 1.2124
N -2.0409 -0.8000 1.3789
C -2.3060 0.5942 1.3410
C -1.3794 1.5804 1.0502
C -1.8242 2.9078 1.0670
C -3.1492 3.2345 1.2980
C -4.0802 2.2262 1.5415
C -3.6443 0.9200 1.5806
O -4.4716 -0.1384 1.8343
C -5.8357 0.0537 1.5006
N 0.2602 -0.9872 1.0353
C 1.3735 -1.8274 0.8472
C 2.4274 -1.8060 1.7421
C 3.5695 -2.5744 1.5251
C 3.6590 -3.3555 0.3860
C 2.6045 -3.3901 -0.5272
C 1.4613 -2.6430 -0.2893
O 0.3810 -2.6190 -1.0926
C 0.4013 -3.4204 -2.2614
H 0.4930 -6.9421 2.0839
H -0.1523 -7.1079 0.4367
H -1.1693 -7.5161 1.8406
H -2.4276 -7.0056 0.0460
H -4.1186 -6.0925 -1.5111
H -4.3553 -3.6341 -1.7610
H -2.9277 -2.1077 -0.4597
H -0.2461 -3.3604 1.7006
H -2.8580 -1.3485 1.5767
H -1.1148 3.7025 0.8702
H -3.4764 4.2677 1.2632
H -5.1275 2.4671 1.6845
H -6.3009 -0.9283 1.5029
H -5.9325 0.4996 0.5068
H -6.3406 0.6879 2.2318
H 2.3423 -1.1522 2.6073
H 4.3849 -2.5476 2.2393
H 4.5492 -3.9411 0.1918
H 2.6906 -3.9927 -1.4216
H -0.5648 -3.2831 -2.7358
H 0.5360 -4.4776 -2.0170
H 1.1896 -3.1046 -2.9478
O -0.3175 1.9549 -2.0860
N -1.4712 2.6007 -2.2011
C -1.4329 3.9452 -2.3360
C -2.5613 4.6956 -2.5024
C -3.7962 4.0318 -2.5209
C -3.8321 2.6734 -2.3633
C -2.6609 1.8812 -2.1933
S -2.6803 0.1915 -2.0217
H -0.4365 4.3608 -2.3101
H -2.4748 5.7682 -2.6103
H -4.7162 4.5908 -2.6607
H -4.7697 2.1347 -2.3776
C 4.8717 3.5742 -3.5880
C 3.4979 3.3839 -3.6714
C 2.7995 2.8086 -2.6057
C 3.4648 2.4184 -1.4330
C 4.8503 2.6226 -1.3729
C 5.5483 3.1901 -2.4322
Si 2.5935 1.5409 0.0172
C 3.1840 2.5273 1.5246
C 3.9509 1.9297 2.5329
C 4.3815 2.6525 3.6455
C 4.0491 3.9963 3.7730
C 3.2844 4.6107 2.7839
C 2.8582 3.8820 1.6789
H 5.4155 4.0162 -4.4155
H 2.9632 3.6775 -4.5694
H 1.7267 2.6416 -2.6874
H 5.3947 2.3279 -0.4763
H 6.6216 3.3320 -2.3599
H 3.4653 0.3309 0.1284
H 4.2203 0.8780 2.4402
H 4.9760 2.1672 4.4128
H 4.3821 4.5621 4.6358
H 3.0166 5.6580 2.8799
H 2.2565 4.3746 0.9155
*
```

Summary:
- energy above the lowest of the compared OMol25 structures with the same formula, charge and spin (kJ/mol) = 0.0
- expectation value of S² = 2.0065
- highest occupied orbital energy (spin up / spin down) (eV) = -3.416 / -4.167
- gap between HOMO and LUMO (spin up / spin down) (Eh) = 0.211 / 0.238

Record 2
The following is a quantum chemistry calculation of a molecular structure, C16H24F30Na3O12P5, from OMol25.

Geometry as ORCA input:
```
! wB97M-V def2-TZVPD RIJCOSX def2/J DEFGRID3
* xyz -2 1
Na -0.0246 -1.6438 -2.6009
Na -2.8427 1.1718 -0.2164
Na 0.9531 3.8260 1.2349
P 0.5000 0.8738 -0.7355
F 1.8678 0.5185 0.1181
F 1.2984 0.2983 -2.0674
F -0.0645 -0.6290 -0.3941
F -0.7867 1.0787 -1.6266
F -0.1960 1.3859 0.6188
F 1.0473 2.3394 -1.0094
P -3.6623 3.7546 -2.4236
F -2.9055 2.8418 -3.5131
F -4.5000 2.4586 -1.9340
F -2.5086 3.3573 -1.3269
F -4.4198 4.6281 -1.2996
F -2.8020 5.0327 -2.8616
F -4.8118 4.1290 -3.5000
P 0.7812 6.4952 -0.3322
F 0.4250 4.9296 -0.6802
F 2.2751 6.0198 0.0923
F 1.2070 6.7028 -1.8651
F 1.1402 8.0264 0.0285
F -0.7260 6.9102 -0.7005
F 0.3181 6.2538 1.2189
P -2.2194 3.5791 2.6298
F -0.8820 2.7025 3.0708
F -1.6240 4.8409 3.4226
F -1.4108 3.9994 1.2858
F -3.5013 4.3893 2.1773
F -2.7590 2.2427 1.8210
F -2.9612 3.0535 3.9582
P -3.8881 -1.0741 -3.2477
F -3.1383 -0.1351 -4.2953
F -3.5264 -0.0425 -2.0344
F -5.2818 -0.3358 -3.5041
F -4.6028 -2.0309 -2.1595
F -4.2161 -2.1577 -4.3991
F -2.4782 -1.8764 -2.9681
C 2.9871 -0.6899 3.2538
C 3.1053 -2.0584 2.6265
C 3.1637 -1.9941 1.1012
O 4.2319 -2.8899 0.7632
C 4.9387 -3.1854 1.8707
O 5.9445 -3.8164 1.8806
O 4.3302 -2.6954 2.9811
H 2.0771 -0.2104 2.8928
H 3.8549 -0.1127 2.9289
H 2.9897 -0.7585 4.3398
H 2.2399 -2.6571 2.9243
H 3.3294 -1.0019 0.6810
H 2.2285 -2.2990 0.6309
C 5.9647 0.2750 -2.9149
C 4.6931 1.0273 -2.6670
C 4.6557 1.7169 -1.2767
O 3.9344 2.9084 -1.5135
C 3.7712 3.1047 -2.8557
O 3.1265 3.9426 -3.3590
O 4.4935 2.1467 -3.5432
H 6.2334 -0.2194 -1.9775
H 6.7675 0.9270 -3.2555
H 5.8529 -0.5161 -3.6580
H 3.8027 0.4008 -2.7801
H 5.6955 1.9317 -1.0076
H 4.1394 1.1012 -0.5461
C -4.2333 -4.9846 -0.7020
C -2.8234 -5.0503 -0.2703
C -2.0122 -6.1558 -0.9626
O -0.7091 -5.5829 -1.0803
C -0.8131 -4.2535 -0.8910
O 0.1186 -3.4985 -0.8289
O -2.0841 -3.8893 -0.7014
H -4.7229 -4.0820 -0.3545
H -4.8026 -5.8245 -0.2821
H -4.3211 -5.0866 -1.7820
H -2.6778 -5.1641 0.8079
H -2.4014 -6.3640 -1.9609
H -1.9832 -7.0830 -0.3967
C -0.2763 -1.2963 4.4942
C -0.4979 -1.9103 3.1410
C -1.5480 -3.0520 3.1281
O -2.5867 -2.5753 2.2878
C -2.1811 -1.4276 1.6796
O -2.7680 -0.8997 0.8017
O -1.0436 -0.9719 2.2313
H 0.3519 -0.4089 4.4591
H 0.2437 -2.0410 5.1100
H -1.2231 -1.0685 4.9822
H 0.4227 -2.3449 2.7441
H -1.9280 -3.3003 4.1212
H -1.1245 -3.9769 2.7231
*
```

Summary:
- energy above the lowest of the compared OMol25 structures with the same formula, charge and spin (kJ/mol) = 167.1
- highest occupied orbital energy (eV) = -6.081
- gap between HOMO and LUMO (Eh) = 0.313

Record 3
The following is a quantum chemistry calculation of C4H8OS in the gas phase, from OMol25.

Geometry as ORCA input:
```
! wB97M-V def2-TZVPD RIJCOSX def2/J DEFGRID3
* xyz 0 1
C -0.3841 -0.9360 0.7502
C 0.3924 0.2304 0.2712
C 1.4997 -0.1360 -0.6610
C -0.1358 1.4090 0.4720
O -1.8600 0.9030 -0.5530
S -2.0985 -0.5240 -0.2226
H -0.5687 -0.9776 1.7958
H -0.0690 -1.9940 0.4678
H 2.4767 -0.0094 -0.0507
H 1.7222 0.3915 -1.5918
H 1.4686 -1.1846 -0.7611
H -0.7608 1.6158 1.2741
H 0.0723 2.4154 0.1079
H -1.7550 -1.2034 -1.2989
*
```

Summary:
- energy above the lowest of the compared OMol25 structures with the same formula, charge and spin (kJ/mol) = 336.7
- highest occupied orbital energy (eV) = -8.356
- gap between HOMO and LUMO (Eh) = 0.331

Record 4
The following is a quantum chemistry calculation of a molecular structure, C4H9NO2S, from OMol25.

Geometry as ORCA input:
```
! wB97M-V def2-TZVPD RIJCOSX def2/J DEFGRID3
* xyz 0 1
C -0.8506 -0.7499 -1.3715
C 0.4509 -0.6176 -0.1382
C -0.2992 0.3541 0.8691
C 0.0728 1.7723 0.8297
N 0.7281 -1.8617 0.4861
O -2.8821 0.8799 -0.4301
O -2.3652 -1.2842 0.7143
S -1.9179 -0.1179 -0.0067
H -0.6222 -0.1863 -2.2538
H -1.0143 -1.7298 -1.3403
H 1.3883 -0.2661 -0.6721
H -0.1220 -0.0757 1.9107
H -0.2813 2.1420 -0.0986
H 1.0836 1.9984 0.8261
H -0.3429 2.4961 1.5667
H 0.3709 -2.6585 -0.0619
H 0.3973 -1.7437 1.4557
*
```

Summary:
- energy above the lowest of the compared OMol25 structures with the same formula, charge and spin (kJ/mol) = 335.6
- highest occupied orbital energy (eV) = -9.504
- gap between HOMO and LUMO (Eh) = 0.381

- Which of these has the lowest energy above the lowest of the compared OMol25 structures with the same formula, charge and spin?
  C39H37N4O4PtSSi